{
  "formula": "C25H32FGeN2O2SeW",
  "method": "wB97M-V/def2-TZVPD",
  "s2": 2.0247,
  "charge": -1,
  "lumo_energy_ha": [0.0992, 0.0989],
  "relative_energy_ev": 0.000,
  "multiplicity": 3,
  "species": ["W", "C", "N", "C", "C", "C", "O", "N", "C", "O", "H", "H", "H", "H", "H", "F", "C", "C", "C", "C", "C", "C", "C", "H", "H", "H", "H", "H", "H", "C", "Ge", "C", "C", "C", "H", "H", "H", "H", "H", "H", "H", "H", "H", "H", "C", "C", "C", "C", "C", "C", "Se", "C", "C", "C", "H", "H", "H", "H", "H", "H", "H", "H", "H", "H", "H"],
  "coordinates": [[0.3451, 1.2575, -0.4091], [4.5641, 0.5885, 3.0696], [4.1791, 0.9134, 1.7096], [5.1272, 1.0925, 0.7379], [4.8023, 1.3602, -0.5309], [3.3913, 1.4597, -0.8986], [3.0208, 1.7911, -2.0159], [2.4738, 1.1923, 0.1015], [2.8174, 0.9492, 1.3935], [1.9882, 0.7506, 2.2778], [5.5017, 1.0913, 3.3047], [4.6889, -0.4887, 3.2045], [3.7845, 0.9279, 3.7446], [6.1533, 1.0129, 1.0747], [5.5497, 1.5206, -1.2915], [-3.8264, -4.1680, 1.8738], [-3.3141, -2.9646, 1.4798], [-2.6960, -2.1616, 2.4135], [-2.1751, -0.9410, 1.9992], [-2.2547, -0.5192, 0.6704], [-1.7281, 0.8042, 0.2352], [-2.8861, -1.3781, -0.2350], [-3.4232, -2.5936, 0.1570], [-2.6270, -2.4878, 3.4434], [-1.6861, -0.2987, 2.7237], [-1.9076, 1.5353, 1.0354], [-2.3054, 1.1465, -0.6301], [-2.9477, -1.0831, -1.2761], [-3.8981, -3.2576, -0.5533], [-0.8362, 5.9542, -1.8199], [-0.4836, 4.7485, -0.3118], [-2.1222, 4.5800, 0.7517], [0.8906, 5.5770, 0.8215], [0.0897, 3.0415, -0.9480], [-1.1412, 6.9417, -1.4676], [-1.6288, 5.5477, -2.4491], [0.0615, 6.0635, -2.4297], [-2.4702, 5.5562, 1.0952], [-1.9395, 3.9502, 1.6236], [-2.9099, 4.1128, 0.1599], [0.5667, 6.5498, 1.1978], [1.8131, 5.7083, 0.2545], [1.1045, 4.9239, 1.6687], [0.4906, 2.9978, -1.9717], [-1.6312, -6.0963, -0.3819], [-1.0629, -4.7718, -0.8157], [-1.2843, -4.2720, -2.0905], [-0.8162, -3.0218, -2.4839], [-1.1106, -2.5412, -3.8787], [-0.0955, -2.2326, -1.5745], [0.6427, -0.5655, -2.2154], [0.1445, -2.7307, -0.2829], [0.9099, -1.9778, 0.7689], [-0.3413, -3.9851, 0.0670], [-1.9857, -6.6718, -1.2382], [-2.4741, -5.9510, 0.2998], [-0.8854, -6.6954, 0.1439], [-1.8492, -4.8667, -2.8030], [-1.7190, -3.2722, -4.4137], [-0.1924, -2.3693, -4.4433], [-1.6361, -1.5844, -3.8570], [1.1263, -0.9608, 0.4661], [1.8762, -2.4510, 0.9674], [0.3526, -1.9429, 1.7041], [-0.1654, -4.3449, 1.0773]],
  "lowdin_charge": [1.108, -0.035, -0.066, -0.078, 0.004, -0.540, -0.021, -0.016, -0.544, -0.005, 0.083, 0.092, 0.083, 0.119, 0.103, 0.014, -0.301, -0.029, -0.064, -0.321, -0.295, -0.048, -0.026, 0.109, 0.114, 0.032, 0.040, 0.116, 0.117, -0.239, 0.681, -0.241, -0.238, -0.494, 0.007, 0.012, 0.012, 0.008, 0.007, 0.015, 0.006, 0.011, 0.010, -0.033, -0.054, -0.291, -0.036, -0.323, -0.111, -0.521, 0.678, -0.288, -0.065, -0.033, 0.069, 0.068, 0.073, 0.107, 0.067, 0.061, 0.060, -0.023, 0.094, 0.077, 0.124]
}